Formula: C10H13O3
Source: the Open Molecules 2025 dataset
Level of theory: ωB97M-V with the def2-TZVPD basis set

```
26
Properties=species:S:1:pos:R:3:nbo_charge:R:1
C -1.3903 -2.4519 -2.4312 -0.53
C -0.7853 -2.8138 -3.7854 -0.60
C -2.0249 -1.0640 -2.3902 0.80
O -1.5840 -0.3794 -1.3481 -0.78
O -2.9570 -0.6766 -3.0987 -0.68
H -2.2339 -3.0296 -2.0962 0.21
H -0.8032 -2.4323 -1.5458 0.23
H -1.6059 -2.7397 -4.5502 0.21
H -0.4042 -3.7270 -3.9685 0.19
H -0.0896 -2.0667 -4.1177 0.21
C 1.8909 2.5621 4.0858 -0.62
C 0.7600 0.2197 0.5926 0.38
C 0.2021 1.5045 0.8577 -0.34
C 1.7131 -0.2549 1.5883 -0.28
C 0.4799 2.2553 1.9719 -0.21
C 2.1460 0.5894 2.6370 -0.22
C 1.4265 1.8407 2.8497 -0.10
O 0.6360 -0.4508 -0.4612 -0.73
H -0.4668 -0.3705 -0.9290 0.50
H -0.5885 1.8561 0.1906 0.21
H 1.9404 -1.3020 1.5319 0.20
H 0.0871 3.2343 2.2625 0.19
H 2.7443 0.2681 3.4550 0.18
H 1.4238 3.5485 4.1578 0.20
H 2.9897 2.7391 4.0781 0.20
H 1.7393 1.7540 4.9385 0.20
```

Frontier orbital gap ... 7.28 eV
Largest force on an atom ... 0.0925 Eh/bohr
LUMO level ... 0.125 Ha
Energy above the lowest of the compared OMol25 structures with the same formula, charge and spin ... 1.551 eV
Net charge ... -1
E_HOMO ... -3.869 eV



Formula: C33H43BCl2MnN7O2Si
Source: the Open Molecules 2025 dataset
Level of theory: ωB97M-V with the def2-TZVPD basis set

```
90
Properties=species:S:1:pos:R:3:mulliken_charge:R:1
Mn -0.1299 0.4343 0.3068 0.57
C 0.2489 -1.0525 3.8044 -1.75
C -0.5639 0.1898 3.6372 0.92
C -1.3000 0.8785 4.6084 -1.60
C -1.8210 1.9841 3.9616 0.98
C -2.6986 3.0599 4.5070 -1.32
N -1.4099 1.9363 2.6813 0.69
N -0.6467 0.8375 2.4791 0.15
B -1.5554 3.0135 1.5824 -0.74
N -0.1353 3.3318 1.0542 0.08
N 0.7018 2.3636 0.5955 0.29
C 1.8938 2.9321 0.3970 0.72
C 3.1110 2.2156 -0.0873 -1.16
C 1.8160 4.2903 0.7214 -1.74
C 0.5159 4.5040 1.1366 1.07
C -0.1088 5.7799 1.5924 -1.36
N -2.4191 2.4781 0.4338 1.01
N -2.0292 1.3990 -0.2868 0.54
C -2.8925 1.2529 -1.2850 0.15
C -2.7558 0.1936 -2.3229 -0.90
C -3.8722 2.2508 -1.2004 -1.73
C -3.5347 3.0121 -0.0984 1.13
C -4.2254 4.2105 0.4612 -1.35
H 0.8188 -1.0031 4.7315 0.44
H 0.9402 -1.1671 2.9697 0.33
H -0.3929 -1.9351 3.8538 0.23
H -1.4282 0.6076 5.6433 0.49
H -2.9879 2.8103 5.5255 0.37
H -3.6007 3.1691 3.9046 0.22
H -2.1857 4.0228 4.5194 0.23
H -2.0402 3.9976 2.0387 -0.11
H 3.1539 1.1982 0.2928 0.12
H 3.9993 2.7600 0.2291 0.41
H 3.1160 2.1679 -1.1783 0.12
H 2.6108 5.0151 0.6665 0.50
H 0.6063 6.5906 1.4721 0.37
H -0.3986 5.7258 2.6427 0.25
H -1.0003 6.0097 1.0086 0.23
H -1.9102 -0.4490 -2.0911 -0.19
H -2.5772 0.6539 -3.2951 0.39
H -3.6693 -0.3982 -2.3883 0.41
H -4.7070 2.3978 -1.8653 0.50
H -5.1259 4.4166 -0.1130 0.36
H -3.5812 5.0899 0.4232 0.23
H -4.5063 4.0498 1.5026 0.22
C -3.8458 -1.9327 0.6595 -0.92
Si -2.2162 -2.6391 0.0161 0.09
C -1.8205 -4.2664 0.9126 -1.19
C -2.3637 -3.1034 -1.8112 -1.02
C -0.7802 -1.5146 0.4803 1.63
H -4.6493 -2.6697 0.5891 0.39
H -4.1448 -1.0510 0.0871 0.21
H -3.7561 -1.6310 1.7057 0.31
H -2.6030 -5.0119 0.7542 0.33
H -1.7071 -4.1263 1.9906 0.30
H -0.8858 -4.6822 0.5298 0.27
H -2.8343 -4.0856 -1.8946 0.45
H -1.3800 -3.1661 -2.2847 0.26
H -2.9660 -2.4001 -2.3846 0.30
H 0.1111 -1.9972 0.0639 0.00
H -0.7173 -1.6121 1.5697 -0.83
Cl 2.2272 -4.5617 -1.1378 -0.17
C 3.2988 -3.4344 -0.3728 1.02
C 3.3105 -3.4286 1.0100 -0.75
C 4.1683 -2.5950 1.7041 -0.41
C 5.0358 -1.7789 1.0011 -0.75
C 5.0119 -1.7913 -0.3783 0.88
Cl 6.1019 -0.7271 -1.2274 -0.25
C 4.1333 -2.5902 -1.1286 -0.91
N 4.2085 -2.5534 -2.5146 -0.18
C 3.0950 -2.5915 -3.4225 -0.27
C 2.9326 -3.7262 -4.2092 -0.42
C 1.9038 -3.8069 -5.1288 -0.49
C 1.0382 -2.7337 -5.2878 -0.77
C 1.2279 -1.5821 -4.5460 -0.63
C 2.2591 -1.4849 -3.6123 0.31
C 2.4527 -0.1690 -2.8917 -0.67
C 1.4090 0.0210 -1.7950 0.78
O 0.3155 0.5494 -2.0703 -0.69
O 1.6808 -0.3705 -0.6195 -1.29
H 2.6411 -4.0944 1.5390 0.40
H 4.1737 -2.5887 2.7858 0.43
H 5.7272 -1.1251 1.5144 0.43
H 4.9396 -1.9357 -2.8325 0.43
H 3.6128 -4.5554 -4.0666 0.45
H 1.7814 -4.7042 -5.7216 0.41
H 0.2292 -2.7917 -6.0048 0.42
H 0.5695 -0.7318 -4.6799 0.44
H 2.3020 0.6399 -3.6047 0.65
H 3.4487 -0.0944 -2.4578 0.22
```

Frontier orbital gap (alpha / beta) ... 7.46 / 8.72 eV
Largest force on an atom ... 0.0144 Eh/bohr
LUMO level (alpha / beta) ... -0.026 / 0.020 Ha
Spin multiplicity ... 5
<S²> ... 6.281
Energy above the lowest of the compared OMol25 structures with the same formula, charge and spin ... 0.514 eV
E_HOMO (alpha / beta) ... -8.169 / -8.172 eV



Formula: C5H7NO
Source: the Open Molecules 2025 dataset
Level of theory: ωB97M-V with the def2-TZVPD basis set

```
14
Properties=species:S:1:pos:R:3:nbo_charge:R:1
C 0.9633 -1.2437 -1.8128 -0.65
C 0.8822 -0.5289 -0.5265 0.04
C 1.6636 0.1222 0.2856 -0.15
C -0.1036 0.3953 -0.0299 -0.40
C -0.6566 0.5553 1.3380 0.65
N -1.9166 1.1146 1.3612 -0.82
O -0.0346 0.3656 2.3786 -0.64
H 0.3599 -2.1520 -1.7782 0.24
H 2.0083 -1.4677 -2.0368 0.23
H 0.5543 -0.5880 -2.5942 0.23
H 1.7681 0.2453 1.3584 0.29
H -0.6021 1.0005 -0.8016 0.20
H -2.3352 1.1646 2.2771 0.40
H -2.5509 1.0169 0.5811 0.39
```

Frontier orbital gap ... 8.91 eV
Largest force on an atom ... 0.0150 Eh/bohr
LUMO level ... 0.027 Ha
Energy above the lowest of the compared OMol25 structures with the same formula, charge and spin ... 3.535 eV
E_HOMO ... -8.164 eV
SMILES ... CC1=C[C@@H]1C(N)=O



Formula: C21H56FI2NO10P2S8
Source: the Open Molecules 2025 dataset
Level of theory: ωB97M-V with the def2-TZVPD basis set

```
101
Properties=species:S:1:pos:R:3:mulliken_charge:R:1
C 1.0723 -0.6548 2.3206 -1.62
C -0.1588 0.2649 2.4668 1.43
F -1.2608 -0.5739 2.6078 -0.38
C 0.0292 1.1128 3.7570 -1.42
P -0.1980 2.9626 3.4726 0.16
I -2.6095 2.4547 2.8016 -0.18
C 0.1570 3.6209 1.7721 -0.81
C 0.3016 5.1672 1.6955 -0.70
C 1.6172 5.6222 1.0471 -1.22
I 1.9079 4.7402 -0.9123 0.00
N -0.6451 3.9159 4.8857 -0.39
C -1.6908 4.5016 4.8401 0.47
S -2.7067 5.6796 4.7762 -0.27
P 1.9514 3.2719 4.0809 0.60
O 2.8749 2.5535 3.2163 -0.64
O 2.1116 2.7887 5.6415 -0.57
O 2.3218 4.8834 4.1264 -0.48
H 1.4641 -0.9146 3.3051 0.44
H 1.8586 -0.1907 1.7186 0.35
H 0.7812 -1.5900 1.8430 0.25
H -0.2415 0.8860 1.5699 0.11
H 1.0405 0.9623 4.1416 0.63
H -0.7172 0.8025 4.4953 0.43
H -0.6582 3.3066 1.1217 0.88
H 1.0553 3.1070 1.3964 0.63
H -0.4915 5.5213 1.0260 0.49
H 0.1301 5.6717 2.6558 0.19
H 1.5187 6.6906 0.8791 0.60
H 2.4948 5.3607 1.6365 0.39
H 2.2859 3.5634 6.1986 0.35
H 1.5268 5.3310 4.4683 0.31
C 3.3816 -3.5314 5.0719 -0.95
S 3.1509 -4.0868 3.3755 0.36
O 2.3751 -3.0335 2.6700 -0.49
C 2.0068 -5.4194 3.7682 -0.96
H 4.0411 -2.6655 5.0589 0.31
H 2.4200 -3.2516 5.5036 0.28
H 3.8410 -4.3294 5.6559 0.39
H 1.1343 -5.0172 4.2842 0.30
H 2.5100 -6.1574 4.3936 0.38
H 1.6961 -5.8856 2.8352 0.31
C 7.0532 4.5834 -4.0615 -0.93
S 6.0252 3.5200 -3.0344 0.49
O 4.6123 3.7976 -3.3888 -0.57
C 6.3619 4.3720 -1.4855 -0.86
H 6.9590 4.2521 -5.0939 0.32
H 6.7155 5.6169 -3.9775 0.29
H 8.0935 4.4979 -3.7459 0.35
H 6.0678 5.4188 -1.5686 0.27
H 7.4243 4.2936 -1.2516 0.38
H 5.7804 3.8912 -0.7008 0.26
C -1.9121 -2.5329 -0.1481 -0.72
S -0.6305 -1.9336 -1.2616 0.46
O -0.4635 -0.4694 -0.9998 -0.57
C -1.6014 -2.0994 -2.7621 -0.27
H -1.5320 -2.4772 0.8711 0.22
H -2.8036 -1.9143 -0.2395 0.11
H -2.1463 -3.5688 -0.3947 0.46
H -2.5095 -1.5018 -2.6799 -0.15
H -1.8520 -3.1482 -2.9185 0.19
H -1.0065 -1.7447 -3.6022 0.36
C -2.3355 -7.1467 -3.0250 -0.91
S -1.0567 -6.5573 -4.1430 0.36
O -0.8750 -5.1025 -3.8845 -0.53
C -2.0389 -6.7178 -5.6370 -0.86
H -1.9481 -7.0948 -2.0087 0.35
H -3.2207 -6.5160 -3.1117 0.27
H -2.5826 -8.1805 -3.2701 0.36
H -2.9445 -6.1164 -5.5505 0.29
H -2.2958 -7.7675 -5.7875 0.27
H -1.4453 -6.3628 -6.4781 0.37
C -5.9829 1.3120 -2.1404 -0.98
S -4.3630 0.5366 -2.2523 0.47
O -4.5886 -0.9142 -2.5094 -0.66
C -3.9295 0.7071 -0.5223 -0.61
H -6.4475 1.2737 -3.1240 0.36
H -6.6020 0.7728 -1.4227 0.30
H -5.8659 2.3516 -1.8338 0.36
H -4.6741 0.2034 0.0966 0.42
H -3.8755 1.7646 -0.2622 0.39
H -2.9530 0.2482 -0.3682 -0.13
C 3.2284 10.4106 2.8183 -1.06
S 2.8396 8.6642 3.0039 0.66
O 1.5560 8.4239 2.2922 -0.62
C 2.4658 8.7428 4.7621 -0.86
H 3.4564 10.5980 1.7708 0.34
H 2.3719 11.0142 3.1194 0.30
H 4.0978 10.6554 3.4290 0.38
H 1.6589 9.4550 4.9368 0.33
H 3.3598 9.0414 5.3098 0.38
H 2.1558 7.7520 5.0880 0.16
C -4.7355 -9.6768 -7.8430 -0.97
S -5.1732 -9.8753 -6.1095 0.49
O -3.9467 -9.6049 -5.3115 -0.56
C -5.3854 -11.6603 -6.1713 -0.98
H -4.5186 -8.6250 -8.0206 0.31
H -3.8536 -10.2755 -8.0725 0.31
H -5.5750 -9.9845 -8.4666 0.40
H -4.4615 -12.1307 -6.5086 0.30
H -6.2042 -11.9044 -6.8483 0.39
H -5.6273 -12.0084 -5.1690 0.32
```

Frontier orbital gap ... 7.50 eV
Largest force on an atom ... 0.0615 Eh/bohr
LUMO level ... -0.011 Ha
E_HOMO ... -7.804 eV



What did the first record say?
Formula: C10H13O3
Source: the Open Molecules 2025 dataset
Level of theory: ωB97M-V with the def2-TZVPD basis set

```
26
Properties=species:S:1:pos:R:3:nbo_charge:R:1
C -1.3903 -2.4519 -2.4312 -0.53
C -0.7853 -2.8138 -3.7854 -0.60
C -2.0249 -1.0640 -2.3902 0.80
O -1.5840 -0.3794 -1.3481 -0.78
O -2.9570 -0.6766 -3.0987 -0.68
H -2.2339 -3.0296 -2.0962 0.21
H -0.8032 -2.4323 -1.5458 0.23
H -1.6059 -2.7397 -4.5502 0.21
H -0.4042 -3.7270 -3.9685 0.19
H -0.0896 -2.0667 -4.1177 0.21
C 1.8909 2.5621 4.0858 -0.62
C 0.7600 0.2197 0.5926 0.38
C 0.2021 1.5045 0.8577 -0.34
C 1.7131 -0.2549 1.5883 -0.28
C 0.4799 2.2553 1.9719 -0.21
C 2.1460 0.5894 2.6370 -0.22
C 1.4265 1.8407 2.8497 -0.10
O 0.6360 -0.4508 -0.4612 -0.73
H -0.4668 -0.3705 -0.9290 0.50
H -0.5885 1.8561 0.1906 0.21
H 1.9404 -1.3020 1.5319 0.20
H 0.0871 3.2343 2.2625 0.19
H 2.7443 0.2681 3.4550 0.18
H 1.4238 3.5485 4.1578 0.20
H 2.9897 2.7391 4.0781 0.20
H 1.7393 1.7540 4.9385 0.20
```

Frontier orbital gap ... 7.28 eV
Largest force on an atom ... 0.0925 Eh/bohr
LUMO level ... 0.125 Ha
Energy above the lowest of the compared OMol25 structures with the same formula, charge and spin ... 1.551 eV
Net charge ... -1
E_HOMO ... -3.869 eV



Which of these has the lowest largest force on an atom? C33H43BCl2MnN7O2Si



largest force on an atom of number 3 (C5H7NO)? 0.0150 Eh/bohr